Below is C22H27NO2P2Tm as an isolated structure at a distorted geometry, with properties calculated with the ωB97M-V functional and the def2-TZVPD basis.

Calculated values
LUMO energy (alpha / beta) in eV: -4.0 / -4.0
<S²>: 2.00
Net charge: +1
Kohn-Sham gap (alpha / beta) in eV: 5.82 / 5.82
2S+1: 3
HOMO energy (alpha / beta) in eV: -9.8 / -9.8
Maximum force in Eh/bohr: 0.091

XYZ file:
```
55
Properties=species:S:1:pos:R:3:lowdin_spin:R:1
C 3.6450 -1.9042 -0.5817 0.000
C 2.6355 -0.9497 -0.6856 0.001
C 1.3206 -1.4072 -0.9898 0.000
C 1.0048 -2.7742 -0.9623 0.001
C 2.0327 -3.7043 -0.7937 0.000
C 3.3522 -3.2735 -0.6320 0.001
C -0.4632 -3.0905 -0.8317 0.001
C -1.2588 -2.2372 -1.7851 0.000
C -0.8996 -0.8770 -1.8074 0.000
C -1.8230 0.1264 -2.2387 0.000
C -3.0273 -0.3090 -2.7879 0.000
C -3.3632 -1.6669 -2.8132 0.000
C -2.5066 -2.6186 -2.2770 0.000
H 4.6773 -1.5818 -0.4259 0.000
H 1.7729 -4.7695 -0.7738 0.000
H 4.1561 -4.0085 -0.5405 0.000
H -0.6870 -4.1543 -0.8850 0.000
H -3.7547 0.4250 -3.1506 0.000
H -4.3101 -1.9946 -3.2519 0.000
H -2.7907 -3.6717 -2.1823 0.000
N 0.2564 -0.4991 -1.1013 -0.004
Tm -0.4531 0.0561 0.9756 2.014
C 2.8805 0.5138 -0.4362 0.000
H 2.4111 1.1408 -1.2072 0.000
H 3.9470 0.7382 -0.3573 0.000
C -1.4790 1.5902 -2.0201 0.000
H -0.4549 1.7873 -2.3705 0.000
H -2.2047 2.2433 -2.5174 0.000
P 2.1320 1.1517 1.1924 -0.001
P -1.4471 2.2175 -0.2490 -0.002
C -3.1846 2.5445 0.1183 0.000
H -3.2537 3.0032 1.1142 0.000
H -3.5813 3.2226 -0.6482 0.000
H -3.7454 1.5989 0.1253 0.000
C -0.6578 3.8396 -0.4238 0.000
H -1.3326 4.5057 -0.9817 0.000
H -0.4561 4.2597 0.5705 0.000
H 0.2983 3.7351 -0.9600 0.000
C 3.2627 0.4045 2.4103 0.000
H 4.3042 0.6203 2.1338 0.000
H 3.0363 0.8387 3.3960 0.000
H 3.1025 -0.6820 2.4519 0.000
C 2.6818 2.8871 1.1424 -0.001
H 2.2380 3.4136 1.9996 0.000
H 3.7818 2.9172 1.2064 0.000
H 2.3424 3.3639 0.2088 0.000
C -0.4376 2.0266 2.4151 -0.001
O -0.5024 3.0329 2.9852 0.001
H -0.7578 -2.7049 0.2171 0.000
C -2.0216 -1.7620 3.5918 0.000
C -1.8815 -1.2113 2.2210 -0.003
O -2.6101 -0.7312 1.3334 -0.004
H -0.9543 -1.8621 3.8936 0.000
H -2.4959 -2.7554 3.7093 0.000
H -2.4765 -1.0032 4.2569 0.000
```

Below is a 2-piece molecular cluster, CH6O2Si overall at a distorted geometry, with properties calculated with the ωB97M-V functional and the def2-TZVPD basis.

Calculated values
LUMO energy in eV: 0.2
Kohn-Sham gap in eV: 8.90
Energy above the lowest of the compared OMol25 structures with the same formula, charge and spin in kcal per mole: 60.8
HOMO energy in eV: -8.7
Maximum force in Eh/bohr: 0.057

XYZ file:
```
10
Properties=species:S:1:pos:R:3:mulliken_charge:R:1
C 1.3756 0.0743 -0.6208 -0.759
O -1.3370 1.3688 0.0394 -0.487
O -0.8782 -1.2461 -0.3684 -0.430
Si -0.2692 0.0912 0.3219 0.349
H 0.9951 -0.5246 -1.4823 0.221
H 1.5727 1.0901 -0.7556 0.302
H 2.0848 -0.4191 0.0158 0.258
H -2.2549 1.3709 0.4694 0.321
H -1.6795 -1.8060 -0.2713 0.331
H 0.3905 0.0005 2.6519 -0.106
```

Below is a 2-piece molecular cluster, C13H19N overall at a distorted geometry, with properties calculated with the ωB97M-V functional and the def2-TZVPD basis.

Calculated values
LUMO energy in eV: 1.0
SMILES string: CCc1c[nH]c2ccccc12.CCC
Kohn-Sham gap in eV: 8.97
Energy above the lowest of the compared OMol25 structures with the same formula, charge and spin in kcal per mole: 12.7
HOMO energy in eV: -8.0
Maximum force in Eh/bohr: 0.026

XYZ file:
```
33
Properties=species:S:1:pos:R:3:mulliken_charge:R:1
C 1.9487 1.8019 1.9205 -1.336
C 0.9891 0.6744 2.2959 -0.048
C -0.1213 0.4520 1.3051 0.306
C -0.4397 1.2948 0.2889 -0.751
N -1.6850 0.9298 -0.2679 -0.163
C -2.0572 -0.2664 0.3186 -0.232
C -3.1791 -1.0527 0.0748 -0.794
C -3.3406 -2.1851 0.8578 -0.439
C -2.3820 -2.5545 1.8163 -0.635
C -1.2917 -1.7474 2.0713 -0.468
C -1.1345 -0.5723 1.3373 0.790
H 2.2114 1.7879 0.8646 0.218
H 2.8862 1.7112 2.4597 0.384
H 1.5521 2.7820 2.1719 0.352
H 1.6066 -0.2197 2.2588 0.280
H 0.6190 0.7902 3.3105 0.341
H -0.0669 2.2612 -0.0135 0.440
H -1.7732 1.0644 -1.2663 0.287
H -3.7975 -0.9600 -0.8121 0.347
H -4.2591 -2.7642 0.7949 0.366
H -2.6034 -3.4029 2.4537 0.359
H -0.5536 -2.0507 2.8010 0.418
C 2.3058 -0.1703 -1.5091 -0.884
C 1.8289 0.7315 -2.6770 -0.273
C 0.5206 0.2385 -3.2782 -0.986
H 2.9193 -1.0240 -1.7898 0.397
H 1.4281 -0.5179 -0.9687 0.112
H 2.9542 0.4201 -0.8586 0.216
H 1.7991 1.7529 -2.3083 0.272
H 2.6201 0.6420 -3.4271 0.354
H -0.1163 1.0002 -3.7353 0.308
H 0.6992 -0.5928 -3.9721 0.333
H -0.0871 -0.2543 -2.5173 0.131
```

Below is a 8-piece molecular cluster, C6H28N12O8 overall at a distorted geometry, with properties calculated with the ωB97M-V functional and the def2-TZVPD basis.

Calculated values
LUMO energy in eV: -0.4
SMILES string: NC(N)=O.NC(N)=O.NC(N)=O.NC(N)=O.NC(N)=O.NC(N)=O.O.O
Kohn-Sham gap in eV: 8.24
Energy above the lowest of the compared OMol25 structures with the same formula, charge and spin in kcal per mole: 55.2
HOMO energy in eV: -8.7
Maximum force in Eh/bohr: 0.177

XYZ file:
```
54
Properties=species:S:1:pos:R:3:mulliken_charge:R:1
N 0.2967 -2.8995 -0.6931 -0.337
C 0.1715 -3.3181 -1.8882 0.601
N 1.1381 -2.9309 -2.6985 -0.369
O -0.6643 -4.1560 -2.1605 -0.680
H -0.4431 -3.0533 -0.0229 0.230
H 0.9192 -2.1120 -0.5809 0.134
H 1.1035 -3.2539 -3.6548 0.201
H 1.9847 -2.6031 -2.2558 0.163
N -4.3396 -1.1425 -1.9842 -0.368
C -3.7302 -1.8109 -0.9924 0.560
N -2.7883 -1.2278 -0.3890 -0.134
O -4.0870 -2.9106 -0.5918 -0.720
H -3.9724 -0.2460 -2.2698 0.187
H -4.9021 -1.7170 -2.5955 0.233
H -2.5407 -0.2530 -0.4823 0.085
H -2.4521 -1.6397 0.4697 0.213
N 2.8941 0.3988 -2.2606 -0.144
C 2.7070 1.2089 -3.1918 0.466
N 1.6927 1.9958 -3.0829 -0.177
O 3.5846 1.2482 -4.1317 -0.809
H 2.2062 0.4876 -1.5264 0.353
H 3.7418 -0.1474 -2.3164 0.216
H 1.1281 1.8641 -2.2558 0.140
H 1.5762 2.7359 -3.7602 0.198
N 1.9635 -0.1505 1.5897 -0.166
C 0.9896 0.3086 0.8739 0.298
N -0.0731 0.7407 1.5545 -0.181
O 0.9308 0.3747 -0.3623 -0.722
H 1.8956 -0.0400 2.5913 0.258
H 2.7775 -0.5466 1.1419 0.228
H -0.8899 1.1219 1.0986 0.108
H -0.0918 0.9131 2.5495 0.233
N 0.2141 -0.5629 5.8950 -0.411
C 0.7960 0.4816 5.3860 0.623
N 1.3434 1.1381 6.3316 -0.384
O 0.8848 0.6144 4.1679 -0.713
H 0.1979 -0.6128 6.9037 0.125
H -0.1513 -1.3007 5.3102 0.219
H 1.9966 1.8063 5.9484 0.242
H 1.2925 0.7852 7.2766 0.171
N -1.5462 1.2565 -1.9819 0.120
C -1.8223 0.8982 -3.2239 0.286
N -1.1385 -0.2195 -3.5875 -0.094
O -2.5225 1.5946 -3.9404 -0.701
H -0.8331 0.6873 -1.5487 -0.083
H -2.0703 2.0473 -1.6354 0.101
H -0.4149 -0.6478 -3.0280 0.093
H -1.0960 -0.4954 -4.5582 0.230
O -2.3036 2.2250 0.5611 -0.645
H -2.2685 3.1811 0.5320 0.270
H -3.2125 2.0248 0.7849 0.275
O 3.6164 2.4502 3.0667 -0.620
H 2.7050 2.4445 3.3592 0.284
H 3.6061 2.9645 2.2594 0.317
```